A molecular structure, C35H55F6N3O9S2 in a non-equilibrium geometry, computed with ωB97M-V with the def2-TZVPD basis set.

Structure (XYZ):
```
110
Properties=species:S:1:pos:R:3
S 1.827 -1.454 -6.797
S 4.266 2.049 -2.042
F 5.378 4.622 -0.937
F 0.048 -1.753 -1.717
F 4.853 5.948 -2.561
F 3.376 3.951 -3.728
F 3.290 5.091 -1.362
F 5.564 3.712 -3.584
O 5.599 1.566 -1.814
O -9.471 2.063 4.189
O 3.538 2.399 -0.854
O 3.275 -1.927 1.822
O -4.242 1.340 4.613
O 2.129 3.763 1.240
O 0.122 0.117 4.427
O 0.628 3.269 -0.284
O 2.844 -3.475 -9.141
N 1.407 -1.933 -5.332
N 4.317 1.793 -5.066
N 2.782 -0.225 -6.462
C 4.936 -1.710 3.490
C -10.940 3.423 2.926
C 3.395 0.820 -3.007
C -1.177 0.640 4.757
C 1.855 -3.372 -1.754
C 2.565 -0.188 -0.807
C -10.541 2.215 2.084
C 2.840 -3.615 -10.565
C 3.255 -4.706 -8.538
C 1.268 -3.711 -0.391
C 4.656 -1.594 1.999
C 4.408 3.691 -2.923
C 0.408 1.819 6.052
C 3.961 -2.807 3.910
C 1.093 0.676 5.318
C 1.941 -1.141 -3.045
C 2.021 -1.098 -4.470
C 1.087 -2.252 -2.490
C 2.609 -0.190 -2.318
C -10.584 2.952 4.329
C -5.216 0.338 4.307
C 4.485 4.852 -1.879
C -6.450 0.667 5.135
C 2.759 -2.507 3.025
C 3.567 -4.917 -10.871
C 3.502 0.837 -4.370
C 2.797 -0.130 -5.121
C -4.865 2.408 5.334
C 3.233 -5.754 -9.640
C -9.292 1.734 2.808
C 1.375 2.877 0.553
C -1.037 1.334 6.101
C 1.289 0.473 -0.233
C -6.366 2.185 5.223
C 1.543 1.430 0.944
H 3.718 -2.795 4.971
H 3.463 0.245 -0.396
H -6.747 2.632 4.303
H -4.802 -0.646 4.533
H 1.531 -2.971 0.355
H 4.679 -0.774 3.992
H 3.680 2.433 -5.536
H -6.362 0.229 6.133
H 1.934 -4.257 -2.377
H -10.330 4.287 2.652
H 4.768 1.287 -5.823
H 2.646 3.271 1.887
H 5.978 -1.939 3.709
H 1.800 -3.652 -10.906
H -11.987 3.702 2.827
H 0.475 2.737 5.463
H 2.231 -6.178 -9.737
H 2.575 -1.215 -0.464
H -1.765 2.131 6.239
H 3.248 -5.368 -11.809
H 2.582 -4.944 -7.712
H 0.841 2.012 7.033
H -4.544 3.362 4.913
H -1.900 -0.173 4.777
H 1.410 -0.109 6.014
H 3.930 -6.570 -9.460
H -4.532 2.360 6.378
H -11.321 1.452 2.130
H 1.615 -4.678 -0.035
H -10.307 3.771 4.994
H 0.603 -2.727 -3.337
H -7.373 0.306 4.686
H 0.761 1.240 1.682
H -11.412 2.399 4.785
H -1.161 0.613 6.912
H 4.644 -4.744 -10.924
H 2.486 1.230 1.448
H 2.874 -3.025 -1.583
H 0.671 -0.319 0.166
H 0.734 1.019 -0.988
H -6.921 2.607 6.059
H 4.372 -3.790 3.666
H 2.093 -1.774 3.493
H 2.180 -3.400 2.788
H 3.320 -2.745 -11.014
H 4.840 -0.591 1.610
H 4.265 -4.573 -8.135
H 5.259 -2.304 1.423
H -5.434 0.385 3.234
H -8.398 2.251 2.442
H 1.963 1.004 4.746
H 0.182 -3.753 -0.416
H -1.472 1.346 3.976
H -9.134 0.659 2.712
H -10.357 2.450 1.037
```

Results
**HOMO**: -9.08 eV
**Frontier orbital gap**: 8.24 eV
**LUMO**: -0.84 eV

Löwdin population analysis, charges in e, atoms 1 to 6: S 1.079; S 0.825; F 0.196; F 0.002; F 0.169; F 0.135